1.
Density functional theory data (wB97M-V/def2-TZVPD) for 10 unconnected molecules or ions with the total composition C37H61NO27.

Output
Relative energy (zero: lowest compared OMol25 entry of this formula, charge and spin)   99.8 kcal per mole
Highest occupied orbital energy   -9.659 eV
Electronic energy   -3532.430840 Eh
LUMO   0.0085 Eh
Max |F|   9.72 eV/Å

Geometry as XYZ:
```
126
Properties=species:S:1:pos:R:3:forces:R:3
C 4.565230 -2.447802 1.782714 1.745 1.124 1.027
C 4.482230 -0.871802 1.806714 -0.106 -3.075 1.088
C 3.016230 -0.480802 1.840714 -0.287 0.854 -2.531
O 2.837230 0.191198 3.037714 0.148 -0.224 2.044
C 3.948230 0.022198 3.799714 0.072 2.247 2.982
O 4.114230 0.485198 4.919714 -0.868 -1.048 -2.025
O 4.899230 -0.600802 3.146714 0.654 0.311 -0.205
H 4.346230 -2.820802 0.838714 -0.114 -0.553 -1.845
H 4.078230 -3.106802 2.529714 -0.546 1.325 -0.056
H 5.613230 -2.577802 2.028714 0.445 -0.577 -0.417
H 5.243230 -0.416802 1.149714 -0.876 -0.113 -0.070
H 2.453230 -1.418802 1.724714 -0.412 0.551 0.414
H 2.717230 0.274198 1.093714 0.169 -0.746 -0.116
C -3.042770 -2.196802 -2.535286 -0.406 -0.438 -2.717
C -2.890770 -3.623802 -1.933286 1.037 3.835 2.022
C -2.269770 -3.531802 -0.512286 0.477 -0.241 -1.258
O -3.268770 -4.085802 0.343714 2.939 0.352 1.844
C -4.343770 -4.353802 -0.315286 -1.846 -2.711 0.721
O -5.285770 -4.936802 0.195714 0.863 1.552 -1.362
O -4.145770 -4.059802 -1.585286 -3.084 -1.390 -2.373
H -3.577770 -1.428802 -1.974286 0.219 -0.436 0.775
H -3.709770 -2.297802 -3.460286 0.903 -0.027 0.962
H -2.099770 -1.749802 -2.929286 -0.474 -0.519 0.538
H -2.230770 -4.234802 -2.521286 -0.708 -0.795 -0.714
H -2.197770 -2.511802 -0.238286 0.634 0.983 0.398
H -1.289770 -4.042802 -0.603286 -0.667 0.030 1.221
C -2.572770 2.897198 3.176714 0.793 2.455 -1.790
C -1.753770 2.972198 1.785714 -3.260 -1.581 1.450
C -1.700770 4.334198 1.142714 0.215 -1.619 -0.262
O -0.413770 4.725198 1.344714 3.018 1.026 0.173
C 0.339230 3.685198 1.802714 4.150 3.677 -0.579
O 1.553230 3.751198 1.946714 -2.409 -0.359 -0.319
O -0.424770 2.719198 2.056714 -0.272 -4.233 0.981
H -3.651770 2.911198 2.861714 0.943 0.151 0.833
H -2.204770 3.865198 3.642714 -1.140 -0.918 -0.064
H -2.337770 2.121198 3.896714 0.083 -0.461 -0.530
H -2.192770 2.214198 1.111714 0.640 0.175 0.180
H -2.290770 5.066198 1.502714 -2.409 2.196 2.063
H -1.927770 4.372198 0.130714 -0.207 -0.663 -2.273
C -6.433770 1.859198 1.953714 -2.354 -0.939 0.134
C -6.281770 2.617198 0.630714 -1.160 0.699 2.487
C -5.257770 3.869198 0.597714 -2.723 -2.667 -2.105
O -4.294770 3.121198 -0.162286 3.740 2.791 1.250
C -4.572770 1.883198 -0.515286 2.061 -0.642 -1.451
O -3.778770 1.149198 -1.056286 -0.848 0.610 0.576
O -5.817770 1.667198 -0.281286 -1.736 -1.154 -0.426
H -6.949770 2.441198 2.696714 -0.744 0.545 0.095
H -5.535770 1.731198 2.444714 2.451 -0.603 0.604
H -6.958770 0.799198 1.980714 0.954 2.362 -0.783
H -7.219770 2.999198 0.305714 -0.921 -0.072 -0.387
H -5.082770 4.380198 1.572714 0.855 -0.931 -0.758
H -5.673770 4.572198 -0.152286 0.280 0.046 0.817
C -0.261770 -5.600802 -4.570286 -2.183 0.087 -2.883
C 0.441230 -4.684802 -3.697286 0.409 0.336 0.577
C 1.840230 -4.341802 -4.101286 1.507 -0.289 -2.048
O 1.860230 -2.910802 -4.147286 -0.610 0.523 0.111
C 0.595230 -2.458802 -3.906286 1.200 4.907 0.965
O 0.255230 -1.262802 -3.768286 1.394 -3.505 -0.947
O -0.194770 -3.439802 -3.677286 -2.520 -0.436 0.300
H -1.390770 -5.611802 -4.508286 1.289 -0.121 0.657
H 0.162230 -6.551802 -4.431286 0.184 -1.581 0.101
H -0.118770 -5.337802 -5.652286 0.195 -0.079 0.832
H 0.452230 -5.035802 -2.703286 -0.214 -0.536 1.433
H 2.043230 -4.722802 -5.136286 -0.135 0.384 0.696
H 2.661230 -4.734802 -3.491286 -0.377 0.375 0.257
C 5.320230 2.153198 -1.363286 -1.970 -0.090 0.239
C 3.894230 1.609198 -1.743286 2.701 -0.539 -1.140
C 3.831230 1.039198 -3.168286 1.700 2.473 -1.800
O 4.091230 -0.308802 -3.100286 1.289 -1.667 0.702
C 3.887230 -0.673802 -1.836286 0.005 -3.134 -1.147
O 3.818230 -1.833802 -1.501286 0.096 0.535 0.239
O 3.751230 0.335198 -1.054286 -1.196 2.462 2.454
H 5.469230 2.131198 -0.300286 -0.479 0.213 0.781
H 5.406230 3.186198 -1.665286 0.281 0.124 -0.355
H 6.086230 1.507198 -1.689286 0.944 -0.615 -1.122
H 3.205230 2.439198 -1.620286 -0.799 -0.755 0.799
H 4.600230 1.540198 -3.829286 -0.834 -0.491 0.633
H 2.920230 0.981198 -3.686286 -1.778 1.423 -0.414
C -1.482770 -4.855802 3.163714 0.751 1.602 1.475
O -0.769770 -5.156802 1.971714 2.094 1.020 -2.803
C 0.294230 -4.392802 1.577714 3.523 4.157 4.787
O 0.885230 -3.366802 2.366714 -3.982 -5.901 -4.764
O 0.906230 -4.808802 0.437714 -1.418 -0.341 1.105
C 2.091230 -4.105802 -0.028286 0.023 0.996 0.595
H -2.407770 -5.396802 3.259714 -0.137 -0.586 -0.788
H -1.766770 -3.773802 3.219714 0.560 -0.868 0.039
H -0.817770 -5.176802 3.984714 -0.425 0.566 -0.077
H 2.973230 -4.236802 0.622714 -0.825 -0.204 -0.147
H 1.827230 -3.056802 -0.067286 0.219 0.316 0.195
H 2.366230 -4.358802 -1.055286 -0.540 -0.688 0.250
C -5.271770 -1.367802 1.614714 -2.913 -0.428 1.987
O -4.135770 -0.590802 1.580714 4.042 0.023 1.780
C -3.208770 -0.922802 2.574714 -3.459 -3.718 5.432
O -3.578770 -1.791802 3.690714 2.642 5.315 -7.281
O -2.065770 -0.248802 2.494714 -1.814 -1.530 -1.194
C -1.084770 -0.594802 3.436714 2.694 1.322 2.796
H -5.856770 -1.200802 2.550714 0.849 -0.367 -0.165
H -5.156770 -2.415802 1.484714 0.746 -0.895 0.090
H -6.007770 -1.073802 0.913714 0.000 0.851 -1.492
H -0.681770 -1.575802 3.639714 -0.944 -1.096 -1.239
H -1.384770 -0.293802 4.439714 -0.515 0.229 -0.040
H -0.126770 -0.036802 3.293714 -1.125 0.119 -0.755
C 6.540230 6.939198 0.446714 0.278 -1.032 3.176
O 5.731230 5.772198 0.180714 0.126 -0.912 -0.755
C 4.538230 6.030198 -0.309286 -5.141 7.581 3.260
O 3.936230 7.261198 -0.116286 3.684 -5.910 -1.749
O 3.773230 5.030198 -0.625286 2.342 -1.418 -1.383
C 2.366230 5.170198 -0.878286 0.027 -1.346 0.419
H 6.142230 7.534198 1.307714 0.201 -0.765 -0.700
H 6.475230 7.504198 -0.383286 0.062 2.219 -2.714
H 7.597230 6.647198 0.647714 -1.048 -0.252 -0.195
H 2.031230 4.103198 -0.781286 0.011 1.189 -0.416
H 2.035230 5.658198 -1.802286 0.671 -0.212 0.149
H 2.068230 5.691198 -0.019286 -1.254 0.875 0.910
C -0.086770 -0.408802 -0.431286 0.720 1.559 -2.496
C 0.428230 0.852198 -1.331286 -1.873 0.873 3.358
C -0.723770 1.682198 -1.968286 0.957 -1.025 -0.736
C -0.414770 3.038198 -2.355286 1.389 1.182 -1.234
N -0.121770 4.093198 -2.732286 -0.406 -0.799 0.553
H 0.730230 -0.676802 0.187714 0.447 -0.093 1.172
H -0.218770 -1.262802 -1.058286 -0.140 -0.603 -0.862
H -1.042770 -0.286802 0.051714 -0.032 0.621 0.513
H 1.071230 0.614198 -2.101286 1.358 -1.178 -1.543
H 1.026230 1.506198 -0.640286 -0.616 -0.386 -0.428
H -1.498770 1.872198 -1.293286 -1.626 -0.652 1.132
H -1.071770 1.124198 -2.863286 -0.195 0.420 0.601
```
Positions in Å, forces in eV/Å.

2.
Density functional theory data (wB97M-V/def2-TZVPD) for 10 unconnected molecules or ions with the total composition C37H62N2O24.

Output
Relative energy (zero: lowest compared OMol25 entry of this formula, charge and spin)   0.0 kcal per mole
Highest occupied orbital energy   -10.050 eV
Electronic energy   -3362.197830 Eh
LUMO   0.0040 Eh
Max |F|   8.32 eV/Å

Geometry as XYZ:
```
125
Properties=species:S:1:pos:R:3:forces:R:3
C -3.969494 -0.354584 3.002665 -1.194 -0.457 0.136
C -4.750445 -0.715316 1.761690 -0.665 1.033 0.199
C -5.852648 0.309175 1.415083 -0.444 -0.731 2.442
O -5.567424 0.704602 0.139240 -2.946 2.377 -0.548
C -4.513126 0.148848 -0.301053 1.361 0.297 -4.696
O -4.144116 0.299160 -1.453554 0.267 -0.135 1.052
O -3.964849 -0.602842 0.567345 2.213 -2.516 1.870
H -3.714748 0.696923 2.975032 0.333 0.147 0.038
H -3.128173 -1.017174 3.066408 0.607 -0.153 0.330
H -4.645916 -0.539080 3.871036 0.564 0.130 -0.487
H -5.206506 -1.699358 1.827945 0.444 -0.296 -0.148
H -5.820659 1.167728 2.098099 -0.220 -0.166 -0.185
H -6.803775 -0.213150 1.434898 -0.392 0.401 0.068
C 3.926467 -3.689662 2.310575 -2.575 2.822 -1.199
C 2.596779 -4.037019 1.606239 -0.874 1.919 0.585
C 2.712738 -4.535358 0.166920 0.875 -0.133 0.764
O 1.979051 -5.784896 0.181210 0.505 0.842 -0.888
C 1.682819 -6.095014 1.453838 -2.014 -2.948 0.388
O 1.131600 -7.146699 1.774240 1.239 2.135 -0.782
O 1.987133 -5.132468 2.275876 0.280 0.296 0.926
H 3.696891 -3.190456 3.261047 0.192 -0.347 -0.273
H 4.443807 -2.972612 1.646363 0.120 -0.564 0.465
H 4.385626 -4.587400 2.441033 1.921 -2.354 0.481
H 1.882051 -3.164812 1.664931 0.709 -0.938 0.103
H 3.789211 -4.747472 0.081342 -0.313 -0.166 -0.884
H 2.361292 -3.790916 -0.573908 0.004 -0.806 0.239
C -1.048020 0.413683 1.156761 0.531 1.581 1.630
C 0.051820 0.546647 0.137259 -1.256 -1.292 1.413
C 1.177265 -0.409950 0.400198 0.018 -0.498 -0.109
O 1.355673 -1.063784 -0.842029 0.914 -0.725 -0.815
C 0.342293 -0.781176 -1.642626 0.545 0.584 -2.515
O 0.253180 -1.106415 -2.802529 0.065 -0.580 0.958
O -0.480621 0.077644 -1.078799 -0.922 0.680 -0.694
H -1.816197 1.193782 0.991402 0.401 -0.513 0.342
H -0.557369 0.536167 2.162204 -0.626 0.358 -0.665
H -1.531237 -0.535607 1.250271 -0.110 -0.781 -0.606
H 0.390690 1.547321 0.108562 0.322 1.100 -0.607
H 0.829514 -1.212295 1.013979 0.167 -0.227 1.312
H 2.113168 0.041746 0.680700 0.096 0.058 0.391
C -0.967113 -4.933225 -0.994734 -0.779 -0.874 1.679
C -1.347029 -3.684943 -0.203760 0.211 -0.352 -3.758
C -2.833810 -3.562762 0.123954 0.068 -0.567 0.220
O -2.705619 -3.088127 1.497442 -1.999 0.061 -1.418
C -1.456763 -3.239863 1.883224 -0.261 1.542 5.036
O -1.108488 -3.040035 3.015682 -0.467 0.319 0.320
O -0.623504 -3.510689 0.975325 1.722 -1.641 -2.194
H -1.155798 -5.881365 -0.455719 -0.065 0.548 0.105
H 0.036352 -4.979486 -1.270606 1.954 0.299 -0.056
H -1.448374 -5.039272 -1.929300 -1.158 0.379 -0.952
H -1.044589 -2.826672 -0.803965 -0.248 0.105 -0.356
H -3.370904 -4.550802 0.176504 0.533 0.954 -0.225
H -3.329175 -2.863530 -0.613974 0.318 -0.522 1.382
C 0.779393 0.431317 6.389569 1.109 1.319 -0.284
C 0.532213 -0.302257 5.093855 1.760 2.984 1.309
C 1.628769 -0.022764 4.011631 0.330 -0.206 2.006
O 1.868733 -1.377474 3.616118 1.311 2.490 -3.107
C 1.322506 -2.178599 4.449159 -0.087 -8.242 -0.799
O 1.359974 -3.411264 4.334982 0.669 2.960 0.384
O 0.689821 -1.609176 5.391604 -1.172 -1.099 2.211
H 0.787134 1.491765 6.164899 -0.282 0.468 0.171
H 1.770285 0.257876 6.857436 -0.444 -0.397 -0.573
H 0.041268 0.224933 7.126335 -0.742 -0.186 0.499
H -0.463346 -0.166566 4.798332 -1.495 0.560 -0.964
H 2.576109 0.302159 4.506860 -0.771 0.059 -0.263
H 1.382390 0.711919 3.245277 -0.099 -0.595 -0.402
C 4.312147 4.245895 0.607609 0.995 -0.831 -0.727
O 3.002808 4.714151 0.800279 -4.899 0.262 1.424
C 1.966496 3.909895 1.247054 1.373 -6.488 -0.001
O 2.133153 2.565285 1.271368 -0.899 6.691 0.007
O 0.806222 4.476606 1.674043 3.679 1.555 -1.315
C -0.402063 3.802864 1.935099 -1.456 1.338 -2.897
H 4.591587 3.615202 1.442789 0.337 0.130 0.224
H 4.926660 5.183873 0.524610 -0.531 -1.192 0.043
H 4.399567 3.577753 -0.289636 -0.134 0.837 0.593
H -1.220576 4.553648 2.026133 0.995 -0.220 0.093
H -0.371210 3.234962 2.768348 0.363 -1.863 2.808
H -0.710546 3.196012 1.092710 0.219 -0.236 -0.175
C 4.924640 1.082114 3.024170 0.371 -0.146 -1.249
O 4.667199 -0.091753 2.230340 -1.007 -1.532 -1.250
C 4.859449 -0.105879 0.925600 5.202 5.247 -3.571
O 5.705230 0.823984 0.344276 -4.985 -5.093 2.926
O 4.263932 -1.089374 0.224357 0.056 0.837 1.842
C 4.451021 -1.094056 -1.200008 -1.756 -0.011 -0.644
H 5.973947 1.400601 2.902722 -0.678 0.110 -0.044
H 4.733098 0.704433 3.994425 0.070 -0.079 1.104
H 4.151046 1.806597 2.760544 0.446 0.268 -0.034
H 4.238069 -0.099726 -1.589906 0.374 -0.036 -0.021
H 3.723930 -1.798467 -1.695485 0.509 0.640 1.135
H 5.414539 -1.447344 -1.416246 1.468 -0.068 -0.339
C -2.645956 -1.276652 -3.896313 -0.803 1.381 2.041
O -2.578151 -1.395230 -5.288719 0.578 2.662 -2.662
C -2.450440 -0.211886 -5.987919 1.055 5.158 5.312
O -2.310760 1.044413 -5.356653 -0.914 -7.379 -3.724
O -2.385810 -0.386968 -7.271228 -0.045 0.110 0.147
C -1.988977 0.788569 -8.008461 -0.057 0.752 -1.083
H -2.166287 -2.114516 -3.451042 0.520 -0.792 0.046
H -3.685632 -1.273576 -3.594116 -0.382 -0.142 -0.026
H -2.243294 -0.358492 -3.403418 0.046 -0.637 -1.156
H -2.078813 0.558887 -9.081057 0.143 -0.441 0.511
H -0.943953 1.057322 -7.786040 -0.559 -0.074 0.133
H -2.672919 1.641228 -7.861883 0.395 -0.476 0.520
C -1.987137 3.081735 -2.037996 0.593 2.057 0.135
C -3.075365 4.134613 -1.863267 -0.815 -0.797 1.137
C -4.254169 3.583343 -0.969063 -0.451 1.691 -0.660
C -3.819774 3.136266 0.370787 0.070 -0.615 0.452
N -3.488482 2.797102 1.432446 -0.435 0.581 -1.412
H -1.514902 2.834514 -1.096681 0.633 0.387 0.282
H -1.352346 3.586623 -2.773438 0.738 -0.559 0.430
H -2.239125 2.140651 -2.415524 -1.146 -1.282 -0.935
H -3.457739 4.343993 -2.868449 -0.224 0.289 0.399
H -2.683010 5.061730 -1.382963 -0.119 -0.639 -0.562
H -4.809426 2.861600 -1.580608 0.364 -0.488 0.753
H -5.004711 4.400909 -0.791259 0.680 -0.552 -0.027
C 1.855481 3.547840 -2.944508 0.583 1.507 1.306
C 1.677753 2.150688 -3.290841 0.163 -1.301 -0.912
C 0.694962 1.915203 -4.393922 -0.391 -0.149 -0.972
C 1.105748 2.393044 -5.718139 0.745 0.753 -1.171
N 1.435794 2.851241 -6.733781 -0.474 -0.743 1.321
H 1.028168 3.933049 -2.333867 -0.235 0.335 -0.844
H 2.146845 4.109612 -3.839876 -0.376 0.401 0.447
H 2.658166 3.584213 -2.215493 0.593 0.319 -0.042
H 1.358020 1.570526 -2.446960 -0.072 -0.407 0.517
H 2.623825 1.768707 -3.651956 0.389 -0.412 0.180
H -0.246896 2.391123 -4.236448 -0.808 0.353 0.408
H 0.464787 0.872291 -4.452564 -0.152 -0.773 -0.224
```
Positions in Å, forces in eV/Å.

Question: Look up the highest occupied orbital energy of the first one.
Answer: -9.659 eV

Question: Which of these has the highest electronic energy?
Answer: C37H62N2O24